Molecular formula: C5H12OSi
Method: DFT, ωB97M-V with the def2-TZVPD basis set

Results
E_LUMO ... 1.02 eV
Calculated total energy ... -562.38605 a.u.
E_HOMO ... -9.52 eV
Energy above the lowest of the compared OMol25 structures with the same formula, charge and spin ... 46.12 kcal/mol
SMILES ... C[Si](C)(C)[C@@H]1CO1
Kohn-Sham gap ... 10.55 eV

Geometry as ORCA input:
```
! RIJCOSX wB97M-V def2-TZVPD def2/J DEFGRID3
* xyz 0 1
C -2.460 -0.826 -0.477
H 1.311 -1.359 -1.366
H 1.606 0.286 -1.909
H -1.225 -1.587 1.230
H -3.196 -1.644 -0.387
Si 0.358 0.176 0.214
C 0.202 2.018 0.189
H -0.730 2.370 -0.201
H -2.340 -0.356 -1.519
H 1.427 -1.239 2.025
H 2.404 -0.937 0.687
H 0.106 -0.666 -2.137
H 0.261 2.418 1.281
H 0.944 2.494 -0.430
H 2.385 0.316 1.869
C 1.726 -0.439 1.341
O -2.381 0.089 0.568
C 0.884 -0.364 -1.517
C -1.282 -0.751 0.538
*
```